91
Properties=species:S:1:pos:R:3 method="wB97M-V/def2-TZVPD" spin_multiplicity=4 gap_ha="0.2697 / 0.1895" s2=3.773 total_energy_ev=-188925.1123 homo_ev="-9.87 / -10.19" total_charge=+1
W -0.426 -12.548 -14.356
Br 2.003 -13.605 -15.080
Ge 0.141 -11.697 -17.534
S -0.136 -14.009 -11.416
O -4.739 -14.909 -9.765
N -1.041 -14.570 -15.316
N -0.142 -13.286 -12.849
N -2.407 -12.131 -14.589
C 5.168 -10.784 -15.097
C 0.531 -8.784 -17.384
C -4.529 -15.316 -12.803
C -2.183 -9.888 -15.310
C -1.475 -16.847 -16.406
C -2.944 -9.507 -21.251
C -3.965 -14.114 -14.827
C 1.282 -8.636 -13.194
C 1.025 -10.886 -14.136
C -3.946 -11.186 -19.882
C -2.708 -12.258 -18.148
C 2.552 -8.523 -13.618
C -1.542 -11.656 -18.524
C -3.489 -14.696 -10.490
C 4.372 -11.986 -15.368
C 4.539 -9.749 -14.512
C -0.645 -9.026 -21.072
C -3.163 -13.240 -14.066
C -4.394 -10.748 -14.859
C -2.977 -10.767 -14.390
C 1.075 -10.052 -17.459
C 0.595 -9.787 -13.456
C -0.461 -10.105 -20.169
C -1.575 -10.811 -19.654
C -1.901 -8.700 -21.520
C -2.980 -10.313 -12.952
C 3.237 -9.029 -17.799
C -3.720 -14.487 -12.016
C 3.168 -9.665 -14.258
C -3.020 -13.477 -12.650
C -3.935 -12.015 -18.767
C 1.156 -13.236 -18.288
C 3.077 -11.963 -15.007
C 2.389 -10.832 -14.464
C -5.609 -16.029 -14.979
C -1.263 -15.569 -15.866
C 1.330 -7.615 -17.405
C 2.459 -10.160 -17.653
C -4.658 -15.149 -14.204
C -2.799 -10.544 -20.295
C 2.684 -7.734 -17.614
H 2.902 -11.166 -17.696
H -4.651 -9.702 -14.855
H 0.546 -13.596 -19.116
H -1.153 -10.148 -15.574
H -0.402 -9.797 -13.003
H -2.807 -15.522 -10.234
H 3.342 -6.909 -17.553
H -3.706 -10.870 -12.364
H 0.888 -6.641 -17.274
H -2.792 -12.785 -17.148
H 1.268 -14.090 -17.613
H -2.963 -13.802 -10.150
H -4.152 -14.040 -15.863
H -1.977 -7.837 -22.115
H 3.094 -7.587 -13.502
H -4.799 -12.579 -18.474
H -3.409 -9.331 -12.917
H -2.133 -8.859 -14.825
H -2.033 -10.197 -12.539
H -4.389 -11.107 -15.882
H 4.865 -12.832 -15.878
H 4.276 -9.048 -18.048
H -2.787 -9.733 -16.226
H -0.536 -8.640 -17.312
H -2.314 -16.894 -17.078
H -5.069 -11.268 -14.225
H -6.611 -15.616 -14.954
H 0.574 -10.270 -19.892
H 6.207 -10.848 -15.239
H 0.809 -7.817 -12.595
H -2.466 -12.826 -12.023
H -0.815 -17.255 -17.056
H 2.123 -12.961 -18.760
H 0.161 -8.363 -21.345
H -5.025 -16.136 -12.255
H -4.832 -10.950 -20.452
H -5.764 -17.003 -14.545
H -4.675 -14.454 -8.902
H -3.912 -9.266 -21.681
H -5.415 -16.133 -16.037
H -1.637 -17.561 -15.516
H 5.109 -8.858 -14.279

---

17
Properties=species:S:1:pos:R:3 method="wB97M-V/def2-TZVPD" spin_multiplicity=3 gap_ha="0.3129 / 0.3262" s2=2.002 total_energy_ev=-32606.2893 homo_ev="-23.30 / -23.31" total_charge=+3
Pr -0.464 -0.011 -0.895
O 3.149 0.197 -1.803
O 0.196 -1.776 0.730
O 1.381 2.144 1.440
O -2.835 1.780 1.264
O 0.172 3.561 -1.750
O -2.311 -1.168 -3.994
C -2.082 1.277 0.549
C -1.722 -0.748 -3.092
C -0.066 2.450 -1.553
C 0.355 -1.745 2.164
C 2.008 0.269 -1.660
C 0.771 1.591 0.627
H 0.123 -2.734 2.594
H 0.295 -2.705 0.414
H 1.365 -1.401 2.427
H -0.334 -0.980 2.536

---

20
Properties=species:S:1:pos:R:3 method="wB97M-V/def2-TZVPD" gap_ha=0.3316 smiles=CCNCCS.O total_energy_ev=-18730.6094 homo_ev=-8.43 total_charge=0
S -1.532 1.057 0.064
O -2.632 -2.450 1.755
N 1.640 -0.093 0.268
C 0.103 1.898 0.052
C 1.420 1.288 0.618
C 1.931 -0.404 -1.149
C 1.384 -1.650 -1.801
H -3.174 -1.661 1.811
H 1.355 0.380 -1.683
H 1.022 -0.788 0.654
H -1.129 -0.237 0.022
H 2.278 1.826 0.223
H 3.003 -0.221 -1.284
H 0.313 -1.506 -1.966
H -2.806 -2.989 0.991
H 1.493 -2.550 -1.174
H 1.874 -1.876 -2.745
H 1.274 1.346 1.696
H 0.213 1.948 -1.030
H -0.039 2.856 0.552

---

Molar mass list, top to bottom, in g/mol: 961.2; 313.0; 123.2
Relative energy (zero: lowest compared OMol25 entry of this formula, charge and spin) list, top to bottom, in kcal per mole: 66.9; 1.7; 32.3